## A
Here is a 2-piece molecular cluster, C3H10NO3 overall from the Open Molecules 2025 dataset. Energies are from ωB97M-V/def2-TZVPD.

Cartesian coordinates (Å):
O1 -0.15704 -2.25930 -0.79529
C1 -0.82040 -1.19070 -1.25900
C2 -0.10025 0.15691 -1.03014
N1 0.61100 0.06439 0.31140
C3 1.81008 0.95988 0.28122
O2 -1.96033 -1.23291 -1.62191
H1 -0.76632 -2.89725 -0.39458
H2 -0.99538 0.82966 -1.09930
H3 0.52709 0.27625 -1.89109
H4 -0.12815 0.21082 1.10549
H5 0.78464 -0.95172 0.39613
H6 2.65606 0.42750 0.75213
H7 1.63382 2.02101 0.44911
H8 2.06879 1.10169 -0.78982
H9 -2.16424 0.26600 2.23761
H10 -1.61355 1.55127 1.50842
O3 -1.38582 0.66651 1.83962

## Properties
Gap between HOMO and LUMO in eV: 11.55
HOMO level in eV: -14.92
Net charge: +1
LUMO energy in eV: -3.37
2S+1: 1

Atom charges from the natural (NBO) analysis, given in e for atoms 1 to 2: atom 1 (O): -0.709, atom 2 (C): 0.763

## B
Here is a 2-piece molecular cluster, C3H10NO3 overall from the Open Molecules 2025 dataset. Energies are from ωB97M-V/def2-TZVPD.

Cartesian coordinates (Å):
O1 -0.61840 -1.97483 0.69301
C1 -1.18554 -1.23963 -0.27932
C2 -0.13600 -0.41083 -0.96804
N1 0.91179 0.03330 0.00249
C3 1.77826 1.13916 -0.54556
O2 -2.35333 -1.23451 -0.51369
H1 -1.29856 -2.54117 1.09562
H2 -0.45982 0.50175 -1.45364
H3 0.35627 -1.09325 -1.66896
H4 0.51756 0.36170 0.88494
H5 1.59694 -0.68323 0.22691
H6 2.15017 1.80233 0.21231
H7 1.23393 1.67696 -1.32453
H8 2.55128 0.67218 -1.15673
H9 -1.65265 1.59132 2.07828
H10 -2.07860 0.40171 1.33137
O3 -1.31331 0.99704 1.38555

## Properties
Gap between HOMO and LUMO in eV: 11.96
HOMO level in eV: -15.23
Net charge: +1
LUMO energy in eV: -3.27
2S+1: 1

Atom charges from the natural (NBO) analysis, given in e for atoms 1 to 2: atom 1 (O): -0.695, atom 2 (C): 0.767

Relative energies, unit kJ/mol: A 74.7; B 0.0

## A
Here is C2H6NO3 as an isolated structure from the Open Molecules 2025 dataset. Energies are from ωB97M-V/def2-TZVPD.

Cartesian coordinates (Å):
O1 -1.12521 -0.80111 -0.25817
C1 0.12492 -0.64627 -0.29273
N1 0.74456 0.14250 0.57607
C2 2.23479 1.19529 0.87619
O2 2.30243 1.73650 2.01080
H1 0.53313 -0.77958 -1.26507
H2 0.14345 0.73907 1.12474
H3 1.84667 1.77476 0.01481
H4 2.89815 0.42609 0.38141
H5 -3.52902 -1.32316 -1.73184
H6 -2.50650 -1.08790 -0.64488
O3 -3.66736 -1.37619 -0.79132

## Properties
Gap between HOMO and LUMO (alpha / beta) in eV: 9.42 / 5.05
HOMO level (alpha / beta) in eV: -9.32 / -9.32
LUMO energy (alpha / beta) in eV: 0.10 / -4.27
2S+1: 2

Atom charges from the natural (NBO) analysis, given in e for atoms 1 to 2: atom 1 (O): -0.657, atom 2 (C): 0.510

## B
Here is a 2-piece molecular cluster, C2H6NO3 overall from the Open Molecules 2025 dataset. Energies are from ωB97M-V/def2-TZVPD.

Cartesian coordinates (Å):
O1 1.85828 -0.04825 1.22602
C1 1.37063 -0.00083 0.11495
N1 0.19938 -0.53721 -0.25177
C2 -0.87916 -0.58974 -1.55975
O2 -1.94618 -1.19708 -1.26862
H1 1.87069 0.54963 -0.69968
H2 -0.27262 -1.17649 0.37993
H3 -0.17739 -0.93441 -2.32864
H4 -0.98341 0.50643 -1.62513
H5 -1.00175 1.15227 1.62484
H6 0.35333 0.84503 2.07792
O3 -0.39179 1.43067 2.30991

## Properties
Gap between HOMO and LUMO (alpha / beta) in eV: 10.81 / 6.78
HOMO level (alpha / beta) in eV: -10.39 / -10.35
LUMO energy (alpha / beta) in eV: 0.43 / -3.57
2S+1: 2

Atom charges from the natural (NBO) analysis, given in e for atoms 1 to 2: atom 1 (O): -0.623, atom 2 (C): 0.520

Relative energies, unit kJ/mol: A 212.6; B 0.0

## A
Here is C3H4P2 as an isolated structure from the Open Molecules 2025 dataset. Energies are from ωB97M-V/def2-TZVPD.

Cartesian coordinates (Å):
C1 0.57963 0.48512 -0.26514
C2 -0.44947 0.35586 0.78672
C3 -0.25739 -1.02169 0.31792
P1 2.13020 -0.25655 -0.11895
P2 -1.77901 -0.23676 -0.37115
H1 0.26896 0.90810 -1.22065
H2 -0.43532 0.77278 1.77669
H3 2.49581 -0.04346 -1.46367
H4 -2.55342 -0.96339 0.55822

## Properties
Gap between HOMO and LUMO in eV: 7.04
HOMO level in eV: -8.39
LUMO energy in eV: -1.35
2S+1: 1

Atom charges from the natural (NBO) analysis, given in e for atoms 1 to 2: atom 1 (C): -0.627, atom 2 (C): -0.569

## B
Here is the molecule C3H4P2 from the Open Molecules 2025 dataset. Energies are from ωB97M-V/def2-TZVPD.

Cartesian coordinates (Å):
C1 1.12603 -0.31894 -0.52871
C2 0.25231 0.72329 -0.60356
C3 -1.17959 -0.00030 1.29188
P1 -1.54134 0.62595 -0.38428
P2 -1.64156 -1.37032 0.27590
H1 2.13251 -0.49551 -0.95598
H2 0.69447 -1.24084 -0.15957
H3 0.39059 1.82155 -0.92304
H4 -0.23342 0.25511 1.98738

## Properties
Gap between HOMO and LUMO in eV: 7.65
HOMO level in eV: -8.25
LUMO energy in eV: -0.60
2S+1: 1
SMILES: C=CP1#P=C1

Atom charges from the natural (NBO) analysis, given in e for atoms 1 to 2: atom 1 (C): -0.382, atom 2 (C): -0.539

Relative energies, unit kJ/mol: A 182.9; B 0.0

## A
Here is a 2-piece molecular cluster, C2H3IO overall from the Open Molecules 2025 dataset. Energies are from ωB97M-V/def2-TZVPD.

Cartesian coordinates (Å):
C1 0.32645 0.30575 -0.48921
C2 -0.63379 1.00449 0.27148
O1 -1.04970 -0.17867 -0.29680
I1 0.10146 -2.73627 0.66276
H1 0.68096 0.75441 -1.38092
H2 1.04808 -0.40544 -0.01380
H3 -0.47346 1.25574 1.24647

## Properties
Gap between HOMO and LUMO (alpha / beta) in eV: 9.50 / 6.34
HOMO level (alpha / beta) in eV: -9.84 / -9.06
LUMO energy (alpha / beta) in eV: -0.34 / -2.72
2S+1: 1

Atom charges from the natural (NBO) analysis, given in e for atoms 1 to 2: atom 1 (C): -0.181, atom 2 (C): 0.132

## B
Here is a 2-piece molecular cluster, C2H3IO overall from the Open Molecules 2025 dataset. Energies are from ωB97M-V/def2-TZVPD.

Cartesian coordinates (Å):
C1 -0.21561 -2.18743 0.11049
C2 -0.78845 -1.39850 -0.76612
O1 0.18587 -3.10352 0.72854
I1 2.98505 0.03856 -0.02689
H1 -0.23122 -0.47203 -1.16137
H2 1.80239 -0.98138 -0.00007
H3 -1.76314 -1.40743 -0.91785

## Properties
Gap between HOMO and LUMO in eV: 9.82
HOMO level in eV: -9.64
LUMO energy in eV: 0.18
2S+1: 1
SMILES: C=C=O.I

Atom charges from the natural (NBO) analysis, given in e for atoms 1 to 2: atom 1 (C): 0.696, atom 2 (C): -0.760

Relative energies, unit kJ/mol: A 278.6; B 0.0